Computed, not measured: the molecule C18H24N4OS2, with ωB97M-V/def2-TZVPD.

```
! RIJCOSX wB97M-V def2-TZVPD def2/J DEFGRID3
* xyz 0 1
C -0.812 -1.907 -2.885
H -1.518 -1.646 -2.088
O 0.367 -1.147 -2.789
C 0.967 -1.154 -1.517
C 1.535 -2.522 -1.112
C 2.523 -2.409 0.046
N 1.908 -1.842 1.221
C 2.361 -0.745 1.863
N 1.635 -0.309 2.932
C 2.136 0.799 3.716
H 1.774 0.671 4.740
C 1.646 2.129 3.113
N 0.339 1.927 2.519
C 0.167 1.997 1.175
N -0.821 1.456 0.549
C -0.819 1.763 -0.787
C 0.219 2.554 -1.178
S 1.238 2.958 0.154
H 0.457 2.932 -2.150
C -1.887 1.246 -1.632
C -2.967 0.590 -1.039
C -4.000 0.094 -1.812
C -3.972 0.244 -3.188
C -2.901 0.890 -3.786
C -1.866 1.387 -3.018
H -1.033 1.875 -3.498
H -2.874 1.006 -4.860
H -4.779 -0.143 -3.793
H -4.831 -0.410 -1.339
H -2.981 0.483 0.035
C -0.449 0.933 3.214
H -1.458 0.941 2.803
H -0.484 1.211 4.269
C 0.192 -0.458 3.017
H -0.075 -1.124 3.847
H -0.189 -0.876 2.084
H 2.343 2.463 2.343
H 1.581 2.900 3.888
H 3.225 0.765 3.716
S 3.777 -0.008 1.420
H 1.112 -2.337 1.593
H 2.923 -3.401 0.287
H 3.355 -1.756 -0.226
H 2.055 -2.947 -1.972
H 0.721 -3.198 -0.836
H 1.780 -0.427 -1.584
H 0.247 -0.806 -0.760
H -0.608 -2.983 -2.849
H -1.257 -1.661 -3.847
*
```

- frontier orbital gap (eV) = 8.2274
- SMILES = COCCCNC(=S)N1CCN(c2nc(-c3ccccc3)cs2)CC1
- energy above the lowest of the compared OMol25 structures with the same formula, charge and spin (kJ/mol) = 18.5
- electronic energy (eV) = -48734.1267
- maximum force (eV/Å) = 1.1

Löwdin population analysis, charges in e, atoms 1 to 8: number 1, C, carries -0.11; number 2, H, carries 0.08; number 3, O, carries -0.18; number 4, C, carries -0.23; number 5, C, carries -0.16; number 6, C, carries -0.23; number 7, N, carries 0.00; number 8, C, carries -0.79



Computed, not measured: a structure of composition C18H24N7RhS3, with ωB97M-V/def2-TZVPD.

```
! RIJCOSX wB97M-V def2-TZVPD def2/J DEFGRID3
* xyz 2 1
Rh -0.185 -0.005 0.088
C 2.415 1.045 4.515
S 3.359 0.272 3.171
C 2.178 0.356 1.876
S 0.665 -0.495 2.123
N 2.535 0.940 0.779
N 1.578 0.819 -0.205
C 1.898 1.095 -1.416
C 0.868 0.910 -2.448
C 1.093 1.187 -3.782
C 0.062 0.967 -4.693
C -1.153 0.499 -4.232
C -1.306 0.242 -2.873
N -0.322 0.430 -2.003
H 3.008 0.883 5.413
H 1.444 0.574 4.641
H 2.316 2.111 4.332
H 2.903 1.433 -1.647
H 2.057 1.559 -4.102
H 0.215 1.159 -5.746
H -1.979 0.323 -4.907
H -2.240 -0.127 -2.468
N -1.867 -1.146 0.295
C -2.502 -2.115 0.386
N -3.206 -3.189 0.485
C -3.148 -4.021 1.719
C -4.419 -4.861 1.808
C -5.618 -4.038 1.348
C -5.524 -3.736 -0.157
C -4.066 -3.669 -0.619
H -3.078 -3.344 2.571
H -2.249 -4.638 1.693
H -4.536 -5.186 2.841
H -4.325 -5.764 1.201
H -5.641 -3.103 1.916
H -6.548 -4.561 1.564
H -6.039 -2.803 -0.386
H -6.016 -4.522 -0.732
H -3.933 -3.007 -1.472
H -3.696 -4.654 -0.905
C -3.943 3.084 0.885
N -2.900 3.355 -0.108
C -3.026 4.219 -1.178
C -1.858 4.195 -1.856
N -1.035 3.326 -1.174
C -1.676 2.813 -0.112
S -1.061 1.796 1.150
H -4.761 3.776 0.712
H -3.550 3.231 1.886
H -4.295 2.060 0.776
H -3.926 4.781 -1.353
H -1.544 4.726 -2.736
H -0.075 3.122 -1.394
*
```

- frontier orbital gap (eV) = 6.3452
- energy above the lowest of the compared OMol25 structures with the same formula, charge and spin (kJ/mol) = 0.0
- electronic energy (eV) = -64986.6802
- maximum force (eV/Å) = 0.3

Löwdin population analysis, charges in e, atoms 1 to 8: number 1, Rh, carries 0.61; number 2, C, carries -0.37; number 3, S, carries 0.89; number 4, C, carries -1.04; number 5, S, carries 0.62; number 6, N, carries -0.02; number 7, N, carries -0.20; number 8, C, carries -0.01



Computed, not measured: a cluster of 2 separate species, C18H24NO in total, with ωB97M-V/def2-TZVPD.

```
! RIJCOSX wB97M-V def2-TZVPD def2/J DEFGRID3
* xyz 1 1
C -3.735 0.110 2.301
C -2.308 0.437 2.070
C -1.295 -0.475 2.141
N 0.018 -0.168 2.321
C 1.005 -1.249 2.236
C 2.378 -0.837 2.762
O 2.725 0.486 2.356
C 1.826 1.465 2.875
C 0.371 1.237 2.453
H -4.263 0.905 2.840
H -4.267 -0.005 1.354
H -3.852 -0.835 2.845
H -2.074 1.488 1.903
H -1.543 -1.544 2.102
H 0.629 -2.106 2.815
H 1.121 -1.569 1.182
H 2.398 -0.945 3.864
H 3.159 -1.464 2.315
H 1.884 1.507 3.981
H 2.189 2.408 2.448
H 0.191 1.770 1.497
H -0.282 1.693 3.213
C -2.765 -1.099 -1.767
C -2.322 -2.593 -1.537
C -3.390 -3.137 -0.637
C -4.285 -2.148 -0.265
C -3.989 -0.932 -0.928
C -4.833 0.226 -0.965
C -6.144 0.180 -0.417
C -6.932 1.323 -0.355
C -6.441 2.548 -0.819
C -5.177 2.601 -1.423
C -4.383 1.463 -1.505
H -1.960 -0.409 -1.479
H -2.965 -0.902 -2.832
H -2.238 -3.125 -2.494
H -1.322 -2.626 -1.074
H -3.430 -4.183 -0.341
H -5.117 -2.276 0.430
H -6.524 -0.770 -0.041
H -7.932 1.260 0.075
H -7.049 3.450 -0.735
H -4.807 3.546 -1.825
H -3.395 1.509 -1.968
*
```

- frontier orbital gap (eV) = 4.2966
- energy above the lowest of the compared OMol25 structures with the same formula, charge and spin (kJ/mol) = 314.0
- electronic energy (eV) = -22584.2035
- maximum force (eV/Å) = 1.3

Löwdin population analysis, charges in e, atoms 1 to 8: number 1, C, carries -0.12; number 2, C, carries -0.17; number 3, C, carries -0.14; number 4, N, carries -0.14; number 5, C, carries -0.14; number 6, C, carries -0.18; number 7, O, carries -0.13; number 8, C, carries -0.17



Across the entries above, LUMO level takes the values 0.608 -7.481 -5.610 eV, respectively.